# 1
ORCA calculation (ωB97M-V/def2-TZVPD) on 2 unconnected molecules or ions with the total composition C10H16O.

The geometry in XYZ format:
```
27
Properties=species:S:1:pos:R:3:lowdin_charge:R:1
C 0.44 2.56 -2.01 -0.05
C 1.03 1.39 -1.29 -0.30
C 1.41 0.24 -2.02 -0.05
C 1.82 -0.85 -1.34 -0.05
C 1.94 -0.81 0.05 -0.32
O 2.26 -1.95 0.79 0.03
C 1.84 0.39 0.75 -0.04
C 1.26 1.49 0.10 -0.06
H 0.45 2.25 -3.03 0.07
H 0.97 3.43 -1.93 0.04
H -0.56 2.65 -1.56 0.09
H 1.38 0.41 -3.13 0.13
H 1.87 -1.76 -1.87 0.10
H 2.69 -2.51 0.16 0.08
H 2.08 0.39 1.88 0.15
H 1.17 2.40 0.76 0.13
C -1.78 -1.57 2.36 -0.12
C -2.56 -0.67 1.36 -0.33
C -1.82 -0.36 0.09 -0.15
H -0.84 -1.31 2.80 0.05
H -1.47 -2.45 1.73 0.08
H -2.32 -2.01 3.17 0.05
H -3.54 -1.11 1.06 0.10
H -2.77 0.39 1.84 0.12
H -0.96 -0.96 -0.17 0.05
H -2.59 -0.40 -0.75 0.09
H -1.42 0.74 0.24 0.09
```

The HOMO-LUMO gap comes out at 9.311 eV. Its SMILES is Cc1ccc(O)cc1.CCC. The value obtained for the energy relative to the best compared isomer or geometry (same formula, charge and spin) is 52.0 kcal/mol. For the LUMO energy, the calculation gives 0.0332 hartree. The value obtained for the HOMO energy is -8.4 eV. As for the net charge: 0.

=====

# 2
ORCA calculation (ωB97M-V/def2-TZVPD) on 2 unconnected molecules or ions with the total composition C10H16O.

The geometry in XYZ format:
```
27
Properties=species:S:1:pos:R:3:mulliken_spin:R:1
C 1.73 2.70 -1.35 0.00
C 2.55 3.92 -1.92 0.00
H 1.20 3.03 -0.47 0.00
H 1.06 2.34 -2.13 0.00
H 2.52 1.95 -1.22 0.00
H 3.08 4.35 -1.08 0.00
H 3.28 3.45 -2.58 0.00
H 1.94 4.68 -2.40 0.00
C -2.18 -2.18 -0.56 0.02
C -3.52 -2.03 0.20 0.06
C -1.08 -1.60 0.25 0.20
C -0.33 -2.45 1.14 0.08
C -0.81 -0.24 0.18 0.03
C 0.73 -1.96 1.85 0.04
C 0.27 0.29 0.86 0.13
C 1.11 -0.61 1.58 0.29
O 2.05 0.06 2.25 0.13
H -2.01 -3.19 -0.93 0.01
H -2.20 -1.64 -1.52 0.01
H -3.98 -1.09 -0.09 0.00
H -0.64 -3.46 1.34 0.00
H -1.59 0.32 -0.32 0.00
H 1.20 -2.52 2.64 0.00
H 0.35 1.36 0.72 0.00
H 2.93 -0.40 2.34 0.00
H -3.43 -2.26 1.26 0.00
H -4.24 -2.82 -0.05 0.00
```

The HOMO-LUMO gap (spin up / spin down) comes out at 10.105 / 6.960 eV. As for the spin multiplicity: 2. The value obtained for the energy relative to the best compared isomer or geometry (same formula, charge and spin) is 25.9 kcal/mol. For the LUMO energy (spin up / spin down), the calculation gives -0.1432 / -0.2750 hartree. The value obtained for the HOMO energy (spin up / spin down) is -14.0 / -14.4 eV. As for the net charge: +1. As for the expectation value of S²: 0.766.

=====

# 3
ORCA calculation (ωB97M-V/def2-TZVPD) on 2 unconnected molecules or ions with the total composition C10H16OS.

The geometry in XYZ format:
```
28
Properties=species:S:1:pos:R:3:mulliken_spin:R:1
C 0.53 -1.34 1.63 0.07
C 1.07 -2.76 1.81 0.01
C -1.43 -2.39 -0.40 0.41
S -1.15 -1.21 0.98 -0.21
H 0.58 -0.75 2.54 0.02
H 1.19 -0.92 0.85 0.02
H 1.54 -3.18 0.92 -0.01
H 0.32 -3.48 2.14 0.00
H -0.53 -2.78 -0.88 -0.13
H -2.01 -3.22 0.03 0.01
H -1.82 -1.79 -1.21 -0.07
H 1.98 -2.76 2.43 -0.01
C -2.26 0.68 -1.94 0.07
C 0.39 2.29 0.34 0.28
C 1.56 1.64 -0.10 0.15
C -0.84 1.95 -0.21 0.15
C -0.99 1.08 -1.29 -0.32
C 1.52 0.80 -1.19 0.52
C 0.25 0.46 -1.71 0.20
O 2.72 1.82 0.64 -0.24
H 0.45 2.96 1.20 0.05
H -1.65 2.56 0.21 0.06
H 2.44 0.42 -1.63 -0.05
H 3.47 1.85 0.06 0.02
H -2.83 1.40 -2.59 0.00
H -3.07 0.46 -1.23 0.00
H 0.22 0.03 -2.71 0.00
H -2.12 -0.16 -2.59 0.03
```

The HOMO-LUMO gap (spin up / spin down) comes out at 2.640 / 6.911 eV. As for the spin multiplicity: 2. The value obtained for the energy relative to the best compared isomer or geometry (same formula, charge and spin) is 0.0 kcal/mol. For the LUMO energy (spin up / spin down), the calculation gives 0.1311 / 0.1235 hartree. The value obtained for the HOMO energy (spin up / spin down) is 0.9 / -3.6 eV. As for the net charge: -1. As for the expectation value of S²: 0.758.

=====

# 4
ORCA calculation (ωB97M-V/def2-TZVPD) on a molecular structure, C10H17BCl2F4O2Pb.

The geometry in XYZ format:
```
37
Properties=species:S:1:pos:R:3:lowdin_charge:R:1
C 0.24 -1.18 -1.54 -0.21
C 1.10 -0.06 -1.76 -0.22
C 0.30 1.10 -1.81 -0.23
C 2.58 -0.09 -1.82 -0.06
C -1.04 0.72 -1.66 -0.24
C -1.09 -0.69 -1.47 -0.18
C -2.26 -1.51 -1.12 -0.06
C 0.68 -2.58 -1.37 -0.08
C 0.83 2.47 -1.92 -0.04
C -2.17 1.65 -1.57 -0.08
Pb 1.21 0.90 2.06 0.88
Cl 2.80 2.72 1.63 -0.24
Cl 2.07 -1.49 1.71 -0.15
O -0.92 1.18 1.52 -0.44
H 2.93 -1.11 -1.66 0.06
H 3.01 0.55 -1.04 0.07
H 2.93 0.28 -2.80 0.07
H 1.58 2.66 -1.14 0.05
H 0.01 3.18 -1.82 0.07
H 1.31 2.61 -2.87 0.07
H -2.12 2.15 -0.59 0.07
H -3.11 1.10 -1.66 0.06
H -2.11 2.40 -2.37 0.07
H -3.19 -0.96 -1.36 0.06
H -2.23 -1.75 -0.03 0.06
H -2.25 -2.45 -1.72 0.08
H 1.60 -2.62 -0.79 0.02
H 0.85 -3.07 -2.35 0.07
H -0.11 -3.11 -0.82 0.07
H -1.23 0.21 1.65 -0.06
O -1.21 -1.49 1.48 -0.47
H -1.54 -1.52 2.39 -0.08
F 1.06 0.53 4.34 -0.21
B 0.05 -0.08 5.39 -1.11
F 0.33 0.67 6.53 0.11
F -1.23 0.12 4.87 0.11
F 0.34 -1.43 5.50 0.12
```

The HOMO-LUMO gap (spin up / spin down) comes out at 5.502 / 5.994 eV. The value obtained for the energy relative to the best compared isomer or geometry (same formula, charge and spin) is 38.2 kcal/mol. For the LUMO energy (spin up / spin down), the calculation gives 0.1535 / 0.1735 hartree. The value obtained for the HOMO energy (spin up / spin down) is -1.3 / -1.3 eV. As for the net charge: -2.

=====

# 5
ORCA calculation (ωB97M-V/def2-TZVPD) on a molecular structure, C10H17BCrF7O8.

The geometry in XYZ format:
```
44
Properties=species:S:1:pos:R:3:mulliken_spin:R:1
Cr 1.35 -4.26 -0.94 4.25
B 0.75 -1.18 0.59 0.00
F 0.03 -1.15 1.77 -0.01
F 1.02 0.10 0.09 0.00
F 1.87 -1.92 0.69 0.00
F -0.13 -1.79 -0.33 -0.04
C -1.44 4.84 1.58 0.00
C -1.07 6.28 1.76 0.00
O -2.22 7.09 1.40 0.00
C -2.03 8.37 0.89 0.00
O -0.90 8.87 0.61 0.00
C -3.28 9.29 0.83 0.00
F -3.17 10.37 1.61 0.00
F -3.35 9.81 -0.41 0.00
F -4.44 8.60 1.05 0.00
H -2.35 4.49 2.07 0.00
H -0.59 4.19 1.75 0.00
H -1.61 4.70 0.51 0.00
H -0.30 6.39 0.99 0.00
H -0.61 6.45 2.73 0.00
C 0.68 -5.83 4.07 0.00
O -0.71 -5.94 3.91 -0.01
C -1.30 -5.49 2.81 0.02
O -0.78 -5.23 1.69 -0.18
O -2.63 -5.39 3.06 -0.03
C -3.55 -5.14 1.95 0.00
H 1.04 -6.54 4.81 0.00
H 0.93 -4.85 4.47 0.00
H 1.17 -5.74 3.10 0.00
H -3.43 -4.16 1.50 0.00
H -4.58 -5.00 2.28 0.00
H -3.48 -5.93 1.20 0.00
C 3.63 -4.08 -5.50 0.00
O 3.28 -2.69 -5.53 0.00
C 3.13 -2.08 -4.36 0.00
O 2.85 -2.57 -3.28 -0.01
O 3.24 -0.81 -4.62 0.00
C 3.05 0.19 -3.71 0.00
H 4.37 -4.48 -6.20 0.00
H 2.77 -4.62 -5.90 0.00
H 3.76 -4.46 -4.49 0.00
H 3.61 -0.12 -2.83 0.00
H 1.97 0.25 -3.59 0.00
H 3.45 1.13 -4.09 0.00
```

The HOMO-LUMO gap (spin up / spin down) comes out at 1.628 / 4.500 eV. As for the spin multiplicity: 5. For the LUMO energy (spin up / spin down), the calculation gives -0.3886 / -0.2831 hartree. The value obtained for the HOMO energy (spin up / spin down) is -12.2 / -12.2 eV. As for the net charge: +1. As for the expectation value of S²: 6.233.